# 1
C4H8N2O | wB97M-V/def2-TZVPD

Geometry (Å):
C1 1.84 -0.24 0.43
C2 0.81 -0.35 -0.69
O1 0.00 -1.52 -0.42
C3 -0.93 -0.69 0.18
N1 -1.45 -0.72 1.32
C4 -0.71 0.48 -0.70
N2 -1.28 1.74 -0.33
H1 1.33 -0.13 1.39
H2 2.52 0.60 0.26
H3 2.46 -1.15 0.50
H4 1.28 -0.42 -1.68
H5 -1.24 -1.59 1.82
H6 -0.93 0.26 -1.74
H7 -2.03 2.01 -0.97
H8 -1.70 1.70 0.60

The energy relative to the best compared isomer or geometry (same formula, charge and spin) is 62.4 kcal per mole. The calculation puts the orbital gap at 10.3822 eV. As for the total energy: -341.90417 Eh. The value obtained for the HOMO energy is -9.42 eV. Its spin multiplicity is 1.


# 2
C22H27HfNO7S2 | wB97M-V/def2-TZVPD

Geometry (Å):
Hf1 0.26 -0.50 1.26
O1 0.86 -2.62 1.71
C1 1.35 -3.06 3.03
C2 2.53 -2.20 3.46
N1 2.27 -0.78 3.59
C3 1.30 -0.30 4.57
C4 0.19 0.00 3.59
O2 0.34 0.99 2.79
O3 -0.58 -0.94 3.20
C5 3.25 0.17 3.09
C6 2.89 0.78 1.72
O4 3.18 1.87 1.36
O5 2.16 -0.11 0.99
H1 0.37 -3.34 1.29
H2 1.69 -4.08 2.92
H3 0.52 -3.02 3.72
H4 3.33 -2.32 2.74
H5 2.88 -2.64 4.41
H6 1.65 0.59 5.10
H7 1.01 -1.07 5.28
H8 4.22 -0.33 2.96
H9 3.41 0.99 3.78
O6 -1.44 0.45 0.68
S1 -2.63 0.84 -0.23
C7 -1.92 1.09 -1.87
C8 -0.76 2.07 -2.01
C9 0.64 1.54 -1.69
C10 1.08 0.37 -2.58
S2 1.34 -1.23 -1.74
O7 0.20 -1.27 -0.67
C11 0.80 -2.35 -2.99
C12 -0.54 -2.70 -3.14
C13 -0.88 -3.55 -4.18
C14 0.09 -4.02 -5.05
C15 1.42 -3.66 -4.88
C16 1.79 -2.83 -3.84
C17 -3.03 2.48 0.27
C18 -4.29 2.93 -0.12
C19 -4.65 4.22 0.22
C20 -3.78 5.02 0.95
C21 -2.54 4.54 1.35
C22 -2.15 3.25 1.01
H10 -2.79 1.43 -2.43
H11 -1.69 0.08 -2.23
H12 -0.95 2.95 -1.39
H13 -0.77 2.42 -3.04
H14 0.70 1.28 -0.63
H15 1.35 2.35 -1.81
H16 2.06 0.56 -3.02
H17 0.38 0.18 -3.40
H18 -1.28 -2.34 -2.44
H19 -1.91 -3.85 -4.30
H20 -0.19 -4.68 -5.86
H21 2.18 -4.04 -5.56
H22 2.83 -2.57 -3.69
H23 -4.98 2.29 -0.66
H24 -5.62 4.60 -0.07
H25 -4.08 6.03 1.22
H26 -1.88 5.16 1.93
H27 -1.20 2.86 1.33

The energy relative to the best compared isomer or geometry (same formula, charge and spin) is 0.0 kcal per mole. The calculation puts the orbital gap at 9.2592 eV. As for the total energy: -2280.00149 Eh. As for the net charge: +2. The value obtained for the HOMO energy is -14.74 eV. Its spin multiplicity is 1.


# 3
C20H25N5O2 | wB97M-V/def2-TZVPD

Geometry (Å):
C1 -1.09 -2.09 0.77
C2 -0.10 -2.22 -0.37
C3 1.31 -2.66 0.07
N1 2.23 -1.54 0.12
C4 3.63 -1.92 0.13
C5 4.48 -0.71 -0.29
N2 3.79 0.51 0.08
C6 3.73 1.51 -0.82
O1 4.39 1.52 -1.83
C7 2.78 2.68 -0.51
N3 1.39 2.26 -0.51
N4 0.98 1.75 -1.67
C8 -0.23 1.31 -1.81
C9 -1.15 1.36 -0.74
C10 -0.71 1.92 0.46
N5 -1.71 1.89 1.39
C11 -2.81 1.31 0.82
C12 -4.06 1.05 1.36
C13 -4.99 0.44 0.55
C14 -4.71 0.08 -0.78
C15 -5.78 -0.58 -1.60
C16 -3.47 0.34 -1.32
C17 -2.51 0.96 -0.52
C18 0.63 2.41 0.64
O2 1.10 2.88 1.67
C19 3.10 0.40 1.34
C20 1.96 -0.63 1.22
H1 -1.21 -3.04 1.28
H2 -0.77 -1.35 1.50
H3 -2.07 -1.78 0.39
H4 -0.49 -2.96 -1.08
H5 -0.01 -1.27 -0.91
H6 1.71 -3.36 -0.67
H7 1.25 -3.18 1.04
H8 3.79 -2.73 -0.59
H9 3.95 -2.29 1.12
H10 5.47 -0.75 0.19
H11 4.62 -0.68 -1.37
H12 2.93 3.41 -1.31
H13 2.99 3.14 0.46
H14 -0.47 0.91 -2.77
H15 -1.63 2.25 2.32
H16 -4.30 1.32 2.38
H17 -5.98 0.22 0.94
H18 -6.10 -1.51 -1.12
H19 -6.65 0.06 -1.68
H20 -5.42 -0.81 -2.60
H21 -3.23 0.07 -2.34
H22 3.84 0.05 2.08
H23 2.72 1.35 1.69
H24 1.02 -0.12 1.01
H25 1.85 -1.17 2.18

The energy relative to the best compared isomer or geometry (same formula, charge and spin) is 37.3 kcal per mole. The SMILES is CCCN1CCN(C(=O)Cn2ncc3c([nH]c4ccc(C)cc43)c2=O)CC1. The calculation puts the orbital gap at 8.5656 eV. As for the total energy: -1201.41066 Eh. The value obtained for the HOMO energy is -8.34 eV. Its spin multiplicity is 1.


# 4
C7H7Br2I | wB97M-V/def2-TZVPD

Geometry (Å):
Br1 3.07 -0.57 0.42
C1 1.44 -1.54 0.00
C2 0.24 -0.66 -0.10
I1 -1.35 -2.15 -0.72
C3 0.47 0.34 -1.19
C4 -0.42 1.34 -1.22
Br2 -0.38 2.73 -2.43
C5 -1.47 1.46 -0.18
C6 -1.32 0.90 1.02
C7 -0.25 -0.13 1.22
H1 1.60 -2.21 -0.89
H2 1.54 -2.29 0.83
H3 1.28 0.36 -1.98
H4 -2.29 2.08 -0.26
H5 -1.96 1.04 1.94
H6 0.71 0.24 1.70
H7 -0.89 -0.96 1.82

The SMILES is BrC[C@]1(I)C=C(Br)C=CC1. The calculation puts the orbital gap at 8.4572 eV. As for the total energy: -5716.59698 Eh. The value obtained for the HOMO energy is -8.86 eV. Its spin multiplicity is 1.


# 5
C5H11N2 | wB97M-V/def2-TZVPD

Geometry (Å):
C1 -0.62 -1.41 -0.09
C2 -1.14 0.30 -1.71
C3 0.24 -1.17 1.22
C4 -1.33 -0.21 -0.52
C5 0.27 1.17 0.59
N1 0.91 2.07 -0.08
N2 1.10 0.01 0.97
H1 0.19 -1.65 -0.84
H2 -1.35 -2.20 0.30
H3 -0.68 -0.33 -2.52
H4 -1.77 1.27 -1.94
H5 -0.52 -1.05 2.08
H6 0.76 -2.05 1.56
H7 -2.01 0.37 0.19
H8 0.45 2.71 -0.70
H9 1.95 2.05 -0.34
H10 1.72 0.43 1.65
H11 1.82 -0.33 0.18

The energy relative to the best compared isomer or geometry (same formula, charge and spin) is 103.1 kcal per mole. The calculation puts the orbital gap at 8.6675 eV. As for the total energy: -306.21921 Eh. As for the net charge: +1. The value obtained for the HOMO energy is -12.62 eV. Its spin multiplicity is 1.


# 6
CH3N2O2 | wB97M-V/def2-TZVPD

Geometry (Å):
C1 0.70 -0.18 -0.07
N1 -0.23 -1.06 0.13
O1 -1.45 -0.45 0.35
O2 -1.17 0.99 0.38
N2 0.22 1.07 0.07
H1 1.82 -0.25 -0.27
H2 -0.20 -2.05 -0.11
H3 0.32 1.92 -0.48

The energy relative to the best compared isomer or geometry (same formula, charge and spin) is 105.4 kcal per mole. The SMILES is C1=[NH+]OON1. The calculation puts the orbital gap at 9.8233 eV. As for the total energy: -299.38074 Eh. As for the net charge: +1. The value obtained for the HOMO energy is -15.12 eV. Its spin multiplicity is 1.


# 7
C17H39O2P3Ti | wB97M-V/def2-TZVPD

Geometry (Å):
Ti1 0.29 1.57 0.62
P1 -1.32 1.18 -1.20
P2 -1.63 2.18 2.13
P3 2.30 0.76 -0.63
H1 -0.25 -0.26 2.63
C1 0.70 0.00 2.13
C2 1.46 1.14 2.54
H2 1.12 1.75 3.39
C3 -1.97 -0.49 -0.93
C4 -2.83 2.20 -1.34
C5 -0.68 1.24 -2.90
C6 -1.30 2.43 3.92
C7 -2.42 3.79 1.78
C8 -3.02 0.99 2.19
C9 3.87 0.49 0.28
C10 2.85 1.77 -2.04
C11 2.01 -0.90 -1.34
H3 1.18 -0.85 1.62
H4 2.55 1.14 2.40
H5 -2.72 -0.68 -1.71
H6 -2.44 -0.62 0.06
H7 -1.15 -1.21 -1.00
H8 -3.30 1.94 -2.29
H9 -2.56 3.26 -1.34
H10 -3.54 2.00 -0.52
H11 -1.54 1.23 -3.59
H12 -0.02 0.39 -3.15
H13 -0.13 2.18 -3.04
H14 -2.27 2.42 4.45
H15 -0.81 3.40 4.07
H16 -0.66 1.64 4.34
H17 -3.31 3.86 2.41
H18 -2.70 3.88 0.73
H19 -1.73 4.61 2.03
H20 -3.66 1.28 3.03
H21 -2.64 -0.03 2.37
H22 -3.61 0.98 1.27
H23 4.57 -0.10 -0.33
H24 3.69 -0.06 1.22
H25 4.34 1.45 0.53
H26 3.67 1.28 -2.58
H27 3.20 2.74 -1.67
H28 2.02 1.94 -2.73
H29 2.95 -1.37 -1.64
H30 1.34 -0.85 -2.22
H31 1.52 -1.54 -0.60
C12 0.19 -4.04 -1.59
C13 -0.75 -5.08 -1.74
C14 -0.43 -6.33 -1.23
C15 0.80 -6.54 -0.57
C16 1.74 -5.51 -0.49
C17 1.47 -4.27 -1.08
O1 -0.15 -2.74 -1.90
H32 -1.11 -2.67 -2.07
H33 -1.69 -4.89 -2.26
H34 -1.14 -7.15 -1.35
H35 1.03 -7.52 -0.14
H36 2.70 -5.66 0.01
H37 2.23 -3.49 -1.14
O2 1.11 3.54 0.66
H38 0.71 4.34 0.28
H39 1.83 3.82 1.25

The energy relative to the best compared isomer or geometry (same formula, charge and spin) is 21.4 kcal per mole. The calculation puts the orbital gap (spin up / spin down) at 2.9972 / 2.8148 eV. As for the total energy: -2694.11810 Eh. As for the net charge: +3. The value obtained for the HOMO energy (spin up / spin down) is -14.96 / -14.96 eV. Its spin multiplicity is 2. Its expectation value of S² is 0.761.


# 8
C19H25ClIrN3O7STe | wB97M-V/def2-TZVPD

Geometry (Å):
Ir1 -0.09 -0.63 -0.63
C1 -2.40 1.57 3.67
N1 -1.33 1.54 2.67
C2 -0.26 2.52 2.87
C3 -1.22 0.59 1.76
O1 -0.19 0.52 1.06
C4 -2.31 -0.45 1.63
O2 -2.06 -1.32 0.54
C5 -3.09 -1.34 -0.46
C6 -2.88 -0.16 -1.39
O3 -1.99 0.65 -1.05
N2 -3.62 -0.06 -2.47
C7 -3.36 1.00 -3.44
C8 -4.55 -1.13 -2.85
H1 -2.65 2.61 3.87
H2 -2.07 1.10 4.59
H3 -3.29 1.07 3.32
H4 -0.70 3.51 2.94
H5 0.44 2.48 2.04
H6 0.28 2.30 3.80
H7 -3.28 0.03 1.54
H8 -2.30 -1.05 2.55
H9 -4.08 -1.34 -0.01
H10 -2.95 -2.28 -1.01
H11 -2.81 1.80 -2.96
H12 -4.30 1.37 -3.83
H13 -2.76 0.60 -4.26
H14 -4.00 -2.05 -3.06
H15 -5.08 -0.82 -3.74
H16 -5.28 -1.31 -2.06
Te1 1.21 -2.09 1.23
C9 2.70 -0.82 1.98
C10 3.76 -0.38 1.17
C11 4.79 0.36 1.71
C12 4.79 0.67 3.07
C13 3.75 0.24 3.88
C14 2.70 -0.49 3.33
H17 3.78 -0.66 0.12
H18 5.61 0.68 1.08
H19 5.61 1.23 3.49
H20 3.75 0.48 4.93
H21 1.88 -0.81 3.97
Cl1 4.16 -1.45 -4.16
C15 3.41 -0.42 -3.01
C16 3.92 0.83 -2.73
C17 3.27 1.60 -1.77
C18 2.16 1.10 -1.15
N3 1.66 -0.11 -1.44
C19 2.27 -0.88 -2.35
H22 4.79 1.19 -3.25
H23 3.64 2.59 -1.51
H24 1.63 1.66 -0.38
H25 1.87 -1.86 -2.57
O4 0.36 -3.46 -3.20
S1 -0.61 -2.91 -2.31
O5 -1.96 -3.40 -2.44
O6 -0.11 -2.94 -0.87
O7 -0.61 -1.34 -2.44

The energy relative to the best compared isomer or geometry (same formula, charge and spin) is 43.0 kcal per mole. The calculation puts the orbital gap (spin up / spin down) at 6.5120 / 6.3087 eV. As for the total energy: -2660.43133 Eh. As for the net charge: +1. The value obtained for the HOMO energy (spin up / spin down) is -10.56 / -10.56 eV. Its spin multiplicity is 2. Its expectation value of S² is 0.761.


Question: Which value of spin multiplicity does entry 6 give?
Answer: 1